This record from the OMol25 dataset describes a structure of composition C29H60BaClN6O7P2S. The level of theory is ωB97M-V/def2-TZVPD.

Each line ends with the Löwdin charge.
Positions of all 107 atoms, in Å:
1 Ba -0.09525 -0.35240 0.09671  1.983
2 C 5.25961 -0.93717 -0.80830  -0.023
3 N 4.26214 -1.53358 -1.68258  -0.134
4 C 4.73963 -2.18507 -2.89472  -0.040
5 C 2.96233 -1.52267 -1.33459  -0.425
6 O 2.54985 -0.99502 -0.30429  -0.095
7 C 1.99815 -2.18029 -2.31989  -0.098
8 O 0.70311 -2.24343 -1.78221  -0.228
9 C 0.14688 -3.52722 -1.57462  -0.102
10 C -0.02597 -3.80277 -0.08353  -0.414
11 O 0.31291 -2.95018 0.74485  -0.117
12 N -0.55433 -4.98180 0.26335  -0.127
13 C -0.96442 -6.00254 -0.68872  -0.038
14 C -0.75100 -5.30723 1.66594  -0.016
15 H 5.98698 -1.68808 -0.49633  0.099
16 H 5.78502 -0.13520 -1.33041  0.090
17 H 4.76348 -0.53347 0.06799  0.086
18 H 5.77639 -1.89768 -3.05101  0.096
19 H 4.70149 -3.27377 -2.81562  0.099
20 H 4.17263 -1.87130 -3.77124  0.090
21 H 1.96455 -1.58082 -3.23614  0.141
22 H 2.36282 -3.17375 -2.59272  0.131
23 H -0.82773 -3.54257 -2.05981  0.073
24 H 0.76340 -4.30239 -2.03762  0.144
25 H -1.16065 -5.58034 -1.66866  0.060
26 H -0.21127 -6.79025 -0.76654  0.100
27 H -1.89692 -6.44785 -0.34342  0.098
28 H -0.25967 -4.56010 2.27969  0.079
29 H -1.81677 -5.32644 1.90194  0.100
30 H -0.32695 -6.29005 1.87557  0.097
31 C 0.89793 3.98569 3.77869  -0.085
32 N 0.91618 2.58892 4.20420  -0.294
33 C 0.97205 2.39914 5.64780  -0.084
34 P 0.19004 1.46179 3.26767  0.429
35 O 0.35754 1.76527 1.82679  -0.403
36 O -1.36686 1.47421 3.70424  -0.259
37 P -2.53345 0.73124 2.83567  0.463
38 O -1.93484 -0.32633 1.99628  -0.424
39 N -3.32213 1.87812 1.97608  -0.274
40 C -4.31334 2.74429 2.60200  -0.075
41 C -2.71834 2.46213 0.78571  -0.089
42 N -3.51094 0.17450 4.01858  -0.306
43 C -4.51963 -0.81569 3.64975  -0.072
44 C -3.68190 0.77540 5.33208  -0.094
45 N 0.71183 -0.02499 3.69551  -0.300
46 C 2.03348 -0.45209 3.24392  -0.081
47 C 0.01345 -0.98930 4.53239  -0.077
48 H 1.79633 4.48160 4.14827  0.089
49 H 0.02417 4.51596 4.17197  0.090
50 H 0.88914 4.03515 2.69319  0.074
51 H 1.84998 2.91060 6.04356  0.091
52 H 1.05893 1.33918 5.88222  0.076
53 H 0.08390 2.80030 6.14735  0.090
54 H -4.84312 2.21524 3.38922  0.066
55 H -5.04236 3.04495 1.84903  0.094
56 H -3.86050 3.64845 3.02300  0.094
57 H -2.01989 1.76891 0.32589  0.022
58 H -2.17400 3.37967 1.03174  0.097
59 H -3.49588 2.69047 0.05654  0.099
60 H -4.28353 -1.24258 2.67701  0.083
61 H -5.51710 -0.36813 3.61056  0.090
62 H -4.52781 -1.61888 4.38878  0.092
63 H -2.91691 1.52584 5.51223  0.076
64 H -3.60176 0.00443 6.10195  0.092
65 H -4.66455 1.24694 5.42990  0.085
66 H 2.45851 0.28405 2.56275  0.081
67 H 1.95583 -1.40452 2.71144  0.084
68 H 2.71304 -0.57608 4.09108  0.093
69 H -0.92168 -0.57787 4.90231  0.069
70 H 0.63472 -1.26445 5.38940  0.092
71 H -0.21261 -1.88997 3.95680  0.091
72 Cl -3.37102 -3.74356 -2.29266  0.687
73 C -2.49537 -2.50427 -3.17957  -0.629
74 C -2.04579 -2.82498 -4.44818  -0.139
75 C -1.34118 -1.89579 -5.20003  -0.121
76 C -1.13738 -0.62982 -4.64963  -0.116
77 C -1.59234 -0.32336 -3.38716  -0.088
78 C -2.26497 -1.25777 -2.54932  -0.404
79 C -2.57214 -0.96210 -1.19603  -0.253
80 H -2.26687 -3.80667 -4.84801  0.100
81 H -1.00016 -2.13802 -6.19679  0.090
82 H -0.62054 0.12491 -5.23407  0.091
83 H -1.43075 0.66981 -2.97970  0.078
84 H -3.27178 -1.60860 -0.67904  0.001
85 H -2.76992 0.09761 -1.00966  0.005
86 C -1.19638 4.61788 -3.75199  -0.106
87 C 0.20140 4.26119 -4.24504  -0.289
88 C 0.62977 2.85042 -3.84994  -0.332
89 S 0.96069 2.75654 -2.07189  0.963
90 O 0.92605 1.29770 -1.69695  -0.722
91 C 2.70826 3.23674 -2.04464  -0.320
92 C 3.67408 2.06368 -2.15733  -0.277
93 C 3.67945 1.34885 -3.50259  -0.093
94 H -1.47579 5.62237 -4.06714  0.077
95 H -1.25822 4.58186 -2.66319  0.059
96 H -1.93413 3.92187 -4.15455  0.082
97 H 0.93215 4.99016 -3.87988  0.102
98 H 0.23684 4.32586 -5.33404  0.116
99 H 1.50516 2.51020 -4.39895  0.081
100 H -0.17713 2.13203 -4.00411  0.071
101 H 2.84247 3.74359 -1.08821  0.089
102 H 2.84683 3.97637 -2.83701  0.096
103 H 3.44482 1.35232 -1.36124  0.085
104 H 4.66982 2.46402 -1.94908  0.117
105 H 2.74148 0.81943 -3.67663  0.063
106 H 4.48641 0.61555 -3.53632  0.061
107 H 3.84184 2.04785 -4.32607  0.085

Output
Kohn-Sham gap: 5.94 eV
Total energy: -3562.90401 Ha
Lowest unoccupied orbital energy: -1.6 eV
Relative energy (zero: lowest compared OMol25 entry of this formula, charge and spin): 29.0 kJ/mol
Charge: +1

---

This record from the OMol25 dataset describes a structure of composition C29H61Br2Cl3F6N2NaO10PS3 at a distorted geometry. The level of theory is ωB97M-V/def2-TZVPD.

Each line ends with the Löwdin charge.
Positions of all 118 atoms, in Å:
1 O 1.13217 0.26888 5.87368  -0.290
2 S 1.60392 1.10056 4.73839  0.685
3 O 2.65724 1.97250 5.30742  -0.263
4 P 2.29380 -0.16779 3.13464  1.015
5 O 2.71484 -1.63509 3.85547  -0.212
6 C 3.80522 0.43143 2.23760  -0.272
7 C 3.67718 1.88630 1.59419  -0.276
8 C 4.37289 3.05755 2.41754  -0.545
9 S 6.14156 2.77680 2.88898  0.505
10 C 0.21551 2.11605 4.02833  -0.269
11 F -0.21251 3.12386 4.88329  0.093
12 F 0.80733 2.86400 2.89359  -0.144
13 C -1.06368 1.20329 3.56456  -0.447
14 F -1.03881 0.87588 2.24539  -0.159
15 F -2.19854 1.97350 3.81359  0.122
16 F -1.13946 -0.00131 4.22322  0.117
17 H 1.17951 -0.47899 2.27967  0.048
18 H 3.13294 -2.17210 3.13666  0.084
19 H 3.97083 -0.29109 1.36838  0.119
20 H 4.70066 0.32065 2.91730  0.099
21 H 4.21454 1.83513 0.59210  0.121
22 H 2.59384 2.11167 1.34442  0.056
23 H 3.79969 3.26593 3.36587  0.052
24 H 4.35487 4.02363 1.81242  0.074
25 H 6.71689 1.77312 2.11387  -0.159
26 Cl 6.74322 4.22198 5.15530  -0.685
27 F 0.58786 2.06183 1.01804  -0.540
28 C -1.33981 5.66756 3.63917  -0.248
29 S -1.97836 5.37946 1.97669  0.815
30 O -1.05254 6.06212 1.01854  -0.531
31 C -3.43733 6.42012 2.15945  -0.240
32 H -0.39562 5.13709 3.74464  0.025
33 H -1.17458 6.73500 3.79353  0.069
34 H -2.05111 5.28674 4.37288  0.066
35 H -3.13771 7.43886 2.41022  0.064
36 H -4.07841 6.01234 2.94217  0.065
37 H -3.97842 6.42343 1.21413  0.036
38 C -5.33174 2.46958 0.45884  -0.027
39 C -5.06682 3.13685 -0.90978  -0.478
40 C -5.53542 4.60251 -0.85551  -0.135
41 C -7.05617 4.72852 -0.87145  -0.184
42 C -7.63768 4.01009 -2.08707  -0.138
43 C -7.18918 2.53897 -2.18474  -0.477
44 N -5.71851 2.37069 -2.00418  -0.034
45 O -5.13028 2.74286 -3.14752  -0.021
46 C -7.94981 1.69346 -1.14095  -0.040
47 C -7.68295 1.96637 -3.53220  -0.041
48 C -3.52890 3.09802 -1.01642  -0.029
49 H -4.78886 2.99795 1.24995  0.076
50 H -6.37081 2.47987 0.77166  0.055
51 H -4.98733 1.43193 0.46304  0.096
52 H -5.12622 5.15819 -1.70745  0.127
53 H -5.14239 5.09168 0.04088  0.089
54 H -7.48484 4.33135 0.05252  0.101
55 H -7.33621 5.78688 -0.90512  0.108
56 H -8.72982 4.06682 -2.04960  0.122
57 H -7.33555 4.55584 -2.98874  0.120
58 H -7.49514 0.70375 -1.03463  0.071
59 H -8.98809 1.53701 -1.44443  0.086
60 H -8.01607 2.16050 -0.15827  0.054
61 H -7.32256 2.53671 -4.39191  0.072
62 H -8.77410 1.99134 -3.58521  0.082
63 H -7.37021 0.92546 -3.65104  0.087
64 H -3.16924 2.06755 -1.07147  0.075
65 H -3.06261 3.56162 -0.13860  0.057
66 H -3.15029 3.63812 -1.88598  0.082
67 C 5.49581 -1.68044 -2.94235  -0.108
68 O 6.85364 -1.26658 -2.95840  -0.193
69 C 7.03685 0.02014 -2.37301  -0.197
70 C 7.61775 -0.08802 -0.97244  -0.195
71 O 6.67965 -0.66395 -0.06745  -0.212
72 C 6.97762 -2.02194 0.22228  -0.105
73 H 5.45648 -2.72802 -3.24412  0.086
74 H 5.05687 -1.58667 -1.94567  0.080
75 H 4.91705 -1.08832 -3.65843  0.090
76 H 6.09813 0.58336 -2.36398  0.125
77 H 7.74654 0.55963 -3.00769  0.125
78 H 7.83836 0.91825 -0.60320  0.125
79 H 8.55347 -0.65583 -0.98037  0.127
80 H 7.87499 -2.08258 0.84503  0.092
81 H 7.12042 -2.60583 -0.69140  0.085
82 H 6.13816 -2.44329 0.77768  0.075
83 Cl -1.31035 -0.94743 1.21211  0.750
84 C -1.53742 -0.86411 -0.55751  -0.580
85 C -2.46636 -1.94685 -1.07108  -0.653
86 Cl -1.73844 -3.56940 -0.93683  0.520
87 H -0.55521 -0.92347 -1.02656  0.072
88 H -1.95849 0.11862 -0.77328  0.062
89 H -2.67993 -1.78257 -2.12757  0.079
90 H -3.41407 -1.95603 -0.53233  0.061
91 C 5.17008 -5.79663 0.64884  -0.010
92 C 3.90085 -5.01280 0.44128  -0.553
93 O 3.59008 -4.07230 1.16427  -0.003
94 N 3.09132 -5.37489 -0.58243  0.019
95 C 3.27872 -6.44667 -1.54069  -0.078
96 H 5.70945 -5.38931 1.50254  0.082
97 H 4.93671 -6.84298 0.85451  0.087
98 H 5.80886 -5.71861 -0.23322  0.084
99 H 2.26082 -4.80417 -0.65820  0.146
100 H 3.29483 -6.01118 -2.54129  0.076
101 H 2.42900 -7.12697 -1.46176  0.085
102 H 4.20016 -6.99725 -1.37084  0.061
103 Na 0.99495 4.03382 1.50716  0.545
104 C -6.58733 -2.73631 -0.22530  -0.060
105 C -6.23389 -2.25477 -1.63670  -0.790
106 O -5.30899 -2.87968 -2.20637  -0.097
107 O -6.91752 -1.28584 -2.05186  -0.099
108 H -5.95924 -3.57737 0.07629  0.053
109 H -6.44451 -1.92253 0.49143  0.051
110 H -7.63214 -3.05533 -0.19305  0.057
111 Br 3.53135 -10.13306 -3.25221  0.607
112 C 5.24694 -10.15747 -4.17686  -0.695
113 C 6.01308 -8.87928 -3.94591  -0.697
114 Br 5.29765 -7.42211 -5.02319  0.607
115 H 5.03901 -10.35098 -5.22705  0.051
116 H 5.78379 -11.00761 -3.75454  0.057
117 H 7.04855 -8.98982 -4.26881  0.057
118 H 5.99406 -8.54798 -2.90941  0.042

Output
Kohn-Sham gap: 3.51 eV
Total energy: -10829.19487 Ha
2S+1: 2
Lowest unoccupied orbital energy: -0.8 eV
<S²>: 0.7543
Charge: -1

---

Values of M, in order: 871.6, 1128.1, all in Da.